CF3NO3S2 | ωB97M-V/def2-TZVPD

Output
Highest occupied orbital energy, eV: -10.7
ΔE to the lowest compared entry with this formula, charge and spin, kJ/mol: 296.83
Total charge: 0
Orbital gap, eV: 8.0
Spin multiplicity: 1
E_LUMO, eV: -2.760

Last column: Mulliken charge in e.
Atoms and positions in Å:
C (0.074, -1.397, 0.790)  0.668
N (0.694, 2.845, -2.062)  -0.316
O (1.726, 1.871, 0.155)  -0.395
O (-2.205, -1.022, -0.429)  -0.437
O (-0.629, 0.949, -0.272)  -0.308
F (-0.288, -2.699, 0.877)  -0.209
F (0.871, -1.009, 1.760)  -0.187
F (0.565, -1.310, -0.454)  -0.221
S (0.692, 1.970, -0.889)  0.821
S (-1.500, -0.199, 0.523)  0.584

Force components x, y, z for each atom (eV/Å):
-2.0207 -0.2003 -1.6373
-1.0176 -1.6372 1.2836
-1.7738 -0.4292 -1.1384
-0.1703 0.4060 0.0468
1.0050 2.0546 -1.1943
0.1577 1.1974 1.0269
0.2319 -0.3808 -0.4132
1.4396 0.1815 0.4683
1.2064 0.1113 1.1935
0.9420 -1.3032 0.3640

C2H13NO3S | ωB97M-V/def2-TZVPD

Output
Highest occupied orbital energy (alpha / beta), eV: 0.6 / -6.1
<S²>: 0.750
ΔE to the lowest compared entry with this formula, charge and spin, kJ/mol: 0.79
Total charge: -1
Orbital gap (alpha / beta), eV: 1.9 / 8.5
Spin multiplicity: 2
E_LUMO (alpha / beta), eV: 2.518 / 2.462

Last column: Mulliken charge in e.
Atoms and positions in Å:
C (-0.397, -0.857, 0.247)  -0.474
C (1.063, -0.742, -0.203)  -0.893
S (2.088, -0.174, 1.181)  -0.336
N (-1.088, -1.896, -0.516)  -0.694
H (-0.368, -1.161, 1.295)  0.542
H (-0.909, 0.101, 0.188)  -0.265
H (1.421, -1.721, -0.516)  0.368
H (1.138, -0.002, -1.003)  0.598
H (3.252, -0.712, 0.797)  0.103
H (-1.983, -2.072, -0.083)  0.328
H (-1.231, -1.545, -1.459)  0.368
H (-2.883, 0.971, -0.952)  0.381
H (-2.018, 1.785, -1.965)  0.657
O (-2.806, 1.214, -1.890)  -1.463
H (3.016, 2.578, 4.676)  0.328
H (3.281, 1.336, 5.529)  0.316
O (2.962, 2.242, 5.578)  -0.647
H (-3.388, 0.417, -4.302)  0.443
H (-2.750, 0.215, -5.710)  0.391
O (-3.377, -0.167, -5.077)  -1.050

Force components x, y, z for each atom (eV/Å):
0.4544 -0.6207 0.3635
-0.3681 0.2509 -0.1824
0.1691 0.1902 0.3974
0.5922 -0.0109 -0.0541
-0.2499 -0.0326 0.0420
0.0825 0.3580 0.0150
-0.0537 0.0617 -0.0949
0.0706 -0.2245 -0.1691
-0.0027 -0.0117 -0.1143
-0.2771 0.1159 -0.2221
-0.3732 -0.0584 0.0652
0.1804 0.1642 0.1805
0.0932 -0.0003 0.2552
-0.3565 -0.1733 -0.6516
-0.0675 -0.1249 0.0946
-0.0545 0.0110 -0.0874
0.0988 0.1046 -0.0269
0.2648 -0.0859 -0.0051
-0.2296 -0.0201 0.5263
0.0270 0.1068 -0.3318